Entry 1:
Here is a molecular structure, C39H34Cl5INO4ReTe at a distorted geometry from the Open Molecules 2025 dataset. Energies are from the ωB97M-V functional and the def2-TZVPD basis.

Geometry as XYZ:
```
86
Properties=species:S:1:pos:R:3:lowdin_charge:R:1
Re -0.860 1.581 1.390 1.19
Cl -2.571 3.701 3.404 0.73
C -3.577 2.537 2.650 -0.69
C -2.932 1.532 1.900 -0.33
C -3.792 0.505 1.475 -0.65
Cl -3.110 -0.922 0.767 0.75
C -5.175 0.569 1.586 -0.71
Cl -6.166 -0.658 0.912 0.70
C -5.770 1.654 2.223 -0.70
Cl -7.477 1.785 2.282 0.70
C -4.953 2.610 2.827 -0.71
Cl -5.660 3.858 3.762 0.70
I 0.601 4.105 -0.661 0.82
C -1.181 3.476 0.420 -0.80
H -1.962 3.526 -0.345 -0.04
H -1.352 4.317 1.094 -0.08
C -3.868 -3.507 -5.026 -0.04
C -3.087 -2.717 -4.022 -0.26
C -1.805 -3.082 -3.644 0.00
C -1.080 -2.359 -2.703 -0.27
C 0.317 -2.784 -2.379 -0.06
C -1.666 -1.240 -2.115 -0.30
Te -0.586 -0.166 -0.615 1.78
N -0.031 -1.689 0.505 -0.20
C -0.054 -1.419 1.794 -0.63
O -0.391 -0.338 2.335 -0.19
C 0.369 -2.508 2.714 -0.15
C 0.067 -3.838 2.453 -0.02
C 0.398 -4.807 3.382 -0.08
C 1.066 -4.464 4.546 -0.09
C 1.397 -3.142 4.791 -0.07
C 1.023 -2.161 3.891 -0.01
C 1.101 0.389 -1.822 -0.28
C 2.439 0.092 -1.560 -0.28
C 2.869 -0.844 -0.476 -0.04
C 3.427 0.687 -2.340 0.00
C 3.122 1.563 -3.369 -0.26
C 4.196 2.244 -4.157 -0.04
C 1.784 1.840 -3.618 -0.03
C 0.772 1.279 -2.853 -0.35
C -0.646 1.674 -3.132 -0.10
C -2.942 -0.829 -2.499 -0.32
C -3.633 0.397 -1.976 -0.10
C -3.630 -1.581 -3.444 -0.01
H -3.281 -4.330 -5.420 0.08
H -4.179 -2.875 -5.858 0.08
H -4.770 -3.909 -4.566 0.09
H -1.355 -3.954 -4.091 0.12
H 0.424 -3.859 -2.510 0.09
H 0.569 -2.532 -1.350 0.02
H 1.025 -2.297 -3.052 0.09
H -0.431 -4.097 1.532 0.11
H 0.129 -5.835 3.195 0.10
H 1.339 -5.227 5.262 0.10
H 1.932 -2.872 5.690 0.10
H 1.239 -1.122 4.096 0.11
H 2.085 -0.978 0.262 0.04
H 3.756 -0.462 0.026 0.08
H 3.112 -1.820 -0.898 0.10
H 4.462 0.471 -2.111 0.12
H 5.108 1.653 -4.205 0.08
H 4.432 3.192 -3.677 0.09
H 3.859 2.448 -5.168 0.08
H 1.529 2.535 -4.406 0.12
H -0.671 2.643 -3.625 0.09
H -1.210 1.757 -2.200 0.01
H -1.145 0.947 -3.775 0.09
H -3.047 0.925 -1.221 0.01
H -4.585 0.118 -1.530 0.06
H -3.848 1.078 -2.799 0.10
H -4.623 -1.265 -3.729 0.13
O 2.199 1.934 4.972 0.08
C 3.168 1.918 4.044 -0.25
C 4.500 1.899 4.462 0.00
C 5.523 1.896 3.538 -0.07
C 5.248 1.917 2.175 -0.08
C 3.941 1.919 1.741 -0.02
C 2.897 1.910 2.666 -0.06
C 1.516 1.881 2.177 -0.59
O 1.260 1.458 1.019 -0.23
O 0.562 2.291 2.916 -0.10
H 1.339 2.084 4.526 0.09
H 4.704 1.897 5.522 0.12
H 6.549 1.896 3.878 0.11
H 6.051 1.950 1.455 0.10
H 3.695 1.955 0.689 0.11
```

Output
Multiplicity: 1
Lowest unoccupied orbital energy (alpha / beta): -1.4 / -1.4 eV
Electronic energy: -4807.1598 Eh
Maximum force: 2.9 eV/Å
Highest occupied orbital energy (alpha / beta): -7.692 / -7.690 eV
Energy relative to the best compared isomer or geometry (same formula, charge and spin): 120.40 kJ/mol
Gap between HOMO and LUMO (alpha / beta): 0.22987 / 0.22990 Eh

=====

Entry 2:
Here is a molecular structure, C39H34ClMgN3SSi2 at a distorted geometry from the Open Molecules 2025 dataset. Energies are from the ωB97M-V functional and the def2-TZVPD basis.

Geometry as XYZ:
```
81
Properties=species:S:1:pos:R:3:lowdin_charge:R:1
C -0.429 -3.932 1.666 -0.17
C 0.779 -3.426 1.120 -0.14
C 1.130 -2.258 1.873 -0.23
H 1.405 -3.931 0.391 0.09
C 0.071 -2.016 2.817 -0.23
C -0.888 -3.037 2.659 -0.16
H -1.775 -3.170 3.282 0.10
H -0.876 -4.895 1.439 0.08
H 2.125 -1.809 1.942 0.10
H 0.086 -1.300 3.644 0.09
Mg -0.214 -0.682 0.826 0.73
Si -2.301 2.259 -2.667 0.22
C -0.975 1.127 -3.352 -0.36
C -0.365 1.358 -4.598 -0.10
H -0.725 2.159 -5.244 0.10
C 0.777 0.645 -4.983 -0.08
H 1.320 0.914 -5.887 0.11
C 1.255 -0.403 -4.196 -0.08
H 2.166 -0.937 -4.464 0.11
C 0.566 -0.730 -3.033 -0.09
H 0.906 -1.570 -2.432 0.10
C -0.493 0.056 -2.585 -0.14
H -0.935 -0.146 -1.601 0.06
C 1.254 0.726 1.495 -0.51
C 2.589 0.379 1.060 -0.17
H 2.746 -0.131 0.102 0.11
C 3.592 0.494 2.027 -0.07
H 4.620 0.251 1.734 0.11
C 3.275 0.860 3.332 -0.04
H 4.086 0.981 4.053 0.11
C 1.956 1.031 3.778 -0.05
H 1.741 1.322 4.810 0.11
C 0.906 0.861 2.882 -0.12
H -0.129 0.738 3.243 0.09
H -1.889 2.956 -1.405 -0.06
Si 1.060 1.960 0.202 0.71
C 1.815 3.461 1.119 -0.29
C 3.150 3.857 0.957 -0.09
H 3.815 3.357 0.252 0.10
C 3.621 4.985 1.629 -0.09
H 4.634 5.341 1.454 0.10
C 2.790 5.662 2.526 -0.10
H 3.152 6.538 3.048 0.09
C 1.491 5.191 2.764 -0.10
H 0.847 5.704 3.471 0.09
C 0.998 4.106 2.048 -0.13
H -0.025 3.767 2.203 0.08
C 1.857 2.344 -1.549 -0.28
C 3.003 1.774 -2.127 -0.12
H 3.477 0.897 -1.688 0.09
C 3.543 2.296 -3.315 -0.10
H 4.456 1.866 -3.743 0.10
C 2.919 3.369 -3.953 -0.11
H 3.324 3.781 -4.878 0.10
C 1.775 3.955 -3.394 -0.09
H 1.293 4.801 -3.875 0.10
C 1.241 3.415 -2.221 -0.14
H 0.314 3.842 -1.840 0.08
H -2.606 3.228 -3.671 -0.06
Cl -3.962 1.242 -2.091 0.24
N -4.614 -3.511 0.792 0.16
C -4.248 -4.678 0.129 -0.18
C -4.816 -5.954 0.107 -0.02
C -4.030 -7.004 -0.405 -0.09
C -2.726 -6.770 -0.877 -0.09
C -2.170 -5.479 -0.867 -0.02
C -2.938 -4.423 -0.358 -0.24
N -2.559 -3.146 0.000 0.17
C -3.572 -2.622 0.721 -0.25
C -3.528 -1.366 1.461 -0.29
C -4.536 -0.915 2.288 -0.33
S -4.101 0.573 3.030 1.05
C -2.595 0.577 2.160 -0.41
N -2.401 -0.523 1.411 0.00
H -5.495 -3.341 1.262 0.15
H -5.832 -6.101 0.462 0.10
H -4.424 -8.019 -0.433 0.10
H -2.132 -7.604 -1.264 0.10
H -1.154 -5.253 -1.209 0.12
H -5.490 -1.406 2.429 0.08
H -1.981 1.480 2.106 0.08
```

Output
Multiplicity: 1
Lowest unoccupied orbital energy: -0.5 eV
Electronic energy: -3308.1719 Eh
Maximum force: 5.6 eV/Å
Highest occupied orbital energy: -5.238 eV
Energy relative to the best compared isomer or geometry (same formula, charge and spin): 146.02 kJ/mol
Gap between HOMO and LUMO: 0.17582 Eh

=====

Entry 3:
Here is a molecular structure, C39H34GaO4 from the Open Molecules 2025 dataset. Energies are from the ωB97M-V functional and the def2-TZVPD basis.

Geometry as XYZ:
```
78
Properties=species:S:1:pos:R:3:lowdin_charge:R:1
C 5.925 -0.763 6.791 -0.10
C 5.356 -0.281 5.454 -0.43
C 4.840 -1.485 4.664 -0.10
C 4.336 0.874 5.682 -0.29
C 2.852 0.604 5.394 -0.32
Ga 1.926 -0.464 6.872 0.34
C -0.034 -0.809 6.430 -0.28
C -0.977 -0.935 7.479 -0.15
C -2.333 -1.201 7.246 -0.13
C -2.809 -1.337 5.938 -0.14
C -1.913 -1.207 4.871 -0.13
C -0.556 -0.950 5.113 -0.13
H 6.507 -1.680 6.654 0.07
H 6.588 -0.017 7.230 0.07
H 5.109 -0.984 7.479 0.06
H 6.191 0.136 4.881 0.11
H 4.261 -2.147 5.309 0.05
H 5.691 -2.055 4.278 0.07
H 4.230 -1.203 3.813 0.05
H 4.699 1.752 5.128 0.08
H 4.407 1.158 6.737 0.08
H 2.345 1.576 5.367 0.04
H 2.707 0.172 4.408 0.00
H 2.034 0.335 8.272 -0.09
H 2.670 -1.895 7.068 -0.08
H -0.638 -0.822 8.503 0.07
H -3.023 -1.297 8.077 0.08
H -3.859 -1.535 5.757 0.08
H -2.272 -1.304 3.853 0.08
H 0.107 -0.854 4.259 0.07
C 3.990 1.810 0.150 -0.06
C 3.512 1.285 1.347 -0.04
C 2.534 0.307 1.330 0.01
C 2.030 -0.148 0.121 -0.08
C 2.498 0.386 -1.081 -0.09
C 3.485 1.365 -1.061 -0.01
C 1.943 -0.066 -2.385 -0.28
O 2.343 0.389 -3.438 0.09
C 0.858 -1.093 -2.359 -0.09
C 0.288 -1.501 -3.559 -0.02
C -0.721 -2.449 -3.561 -0.07
C -1.162 -3.000 -2.363 -0.05
C -0.595 -2.602 -1.163 0.00
C 0.411 -1.645 -1.156 -0.08
C 0.988 -1.212 0.149 -0.28
O 0.620 -1.694 1.198 0.12
H 4.760 2.572 0.164 0.10
H 3.899 1.634 2.297 0.11
H 2.154 -0.111 2.249 0.10
H 3.845 1.768 -1.998 0.12
H 0.637 -1.061 -4.483 0.12
H -1.181 -2.742 -4.495 0.10
H -1.955 -3.736 -2.365 0.11
H -0.928 -3.018 -0.221 0.12
C -2.557 3.954 -4.116 -0.05
C -1.960 2.796 -3.630 -0.04
C -2.254 1.570 -4.203 0.01
C -3.151 1.500 -5.262 -0.08
C -3.755 2.662 -5.746 -0.09
C -3.452 3.889 -5.171 0.00
C -4.733 2.609 -6.869 -0.28
O -5.252 3.616 -7.303 0.10
C -5.058 1.270 -7.444 -0.08
C -5.995 1.187 -8.467 0.00
C -6.305 -0.043 -9.022 -0.06
C -5.678 -1.196 -8.561 -0.06
C -4.745 -1.119 -7.541 0.00
C -4.434 0.112 -6.978 -0.08
C -3.438 0.171 -5.870 -0.27
O -2.876 -0.826 -5.469 0.10
H -2.321 4.911 -3.669 0.11
H -1.264 2.850 -2.804 0.11
H -1.794 0.661 -3.839 0.11
H -3.923 4.782 -5.557 0.12
H -6.471 2.092 -8.817 0.12
H -7.037 -0.106 -9.816 0.11
H -5.920 -2.155 -8.998 0.11
H -4.250 -2.006 -7.170 0.12
```

Output
Multiplicity: 1
Total charge: -1
Lowest unoccupied orbital energy: 0.0 eV
Electronic energy: -3732.3405 Eh
Maximum force: 0.9 eV/Å
Highest occupied orbital energy: -4.677 eV
Energy relative to the best compared isomer or geometry (same formula, charge and spin): 0.00 kJ/mol
Gap between HOMO and LUMO: 0.17324 Eh

=====

Entry 4:
Here is a molecular structure, C39H34N6O4PW from the Open Molecules 2025 dataset. Energies are from the ωB97M-V functional and the def2-TZVPD basis.

Geometry as XYZ:
```
85
Properties=species:S:1:pos:R:3:mulliken_spin:R:1
W 0.140 -0.666 0.756 1.25
O 0.255 -3.077 4.203 0.05
C 0.462 -2.350 3.252 0.01
N -0.292 -2.174 2.137 0.05
C -1.575 -2.757 1.994 0.00
C -1.968 -3.995 2.473 0.00
C -3.279 -4.408 2.245 0.00
C -4.175 -3.598 1.562 0.00
C -3.783 -2.349 1.085 0.00
C -2.475 -1.950 1.296 0.07
N -1.925 -0.679 0.936 0.08
C -2.640 0.440 1.250 -0.01
O -3.844 0.592 1.243 0.03
C -1.739 1.507 1.818 0.07
C -2.265 2.669 2.343 -0.02
C -1.416 3.528 3.020 0.02
C -0.080 3.183 3.159 -0.02
C 0.374 2.003 2.597 0.05
N -0.439 1.177 1.919 0.01
C 1.711 -1.502 3.189 0.03
C 2.752 -1.695 4.079 -0.01
C 3.934 -1.013 3.859 0.01
C 4.050 -0.177 2.753 -0.01
C 2.962 -0.016 1.921 0.04
N 1.797 -0.635 2.174 0.07
H -1.277 -4.609 3.030 0.00
H -3.598 -5.371 2.616 0.00
H -5.190 -3.933 1.402 0.00
H -4.474 -1.700 0.567 0.00
H -3.324 2.846 2.223 0.00
H -1.794 4.443 3.455 0.00
H 0.616 3.804 3.702 0.00
H 1.405 1.706 2.701 0.01
H 2.610 -2.403 4.881 0.00
H 4.776 -1.155 4.523 0.00
H 4.975 0.330 2.519 0.00
H 3.005 0.582 1.018 -0.02
N -0.791 -2.074 -0.973 0.01
C 0.031 -3.179 -1.532 0.01
C 0.776 -3.927 -0.443 0.01
C 1.768 -3.025 0.247 0.04
O 2.613 -3.378 1.021 0.01
O 1.588 -1.738 -0.125 0.11
H -1.644 -2.460 -0.566 0.01
H -1.080 -1.498 -1.759 0.00
H 0.739 -2.728 -2.228 0.00
H -0.612 -3.853 -2.104 0.00
H 1.294 -4.800 -0.842 0.00
H 0.083 -4.297 0.321 0.00
N 2.949 0.145 -1.718 0.00
C 2.065 -0.312 -2.728 0.00
C 2.476 -1.208 -3.708 0.00
C 1.608 -1.605 -4.714 0.00
C 0.326 -1.077 -4.773 0.00
C -0.096 -0.198 -3.785 0.01
C 0.747 0.150 -2.731 0.00
P 0.212 1.052 -1.249 0.06
C -1.491 1.663 -1.534 -0.02
C -2.529 0.826 -1.957 0.02
C -3.821 1.299 -2.087 0.00
C -4.113 2.621 -1.778 0.00
C -3.103 3.460 -1.342 0.00
C -1.803 2.987 -1.223 0.01
C 1.194 2.587 -1.281 -0.07
C 1.936 3.014 -0.190 0.02
C 2.693 4.176 -0.251 0.00
C 2.718 4.919 -1.422 0.00
C 1.992 4.493 -2.527 0.00
C 1.236 3.334 -2.459 -0.01
H 3.231 1.105 -1.881 0.00
H 3.770 -0.443 -1.635 0.00
H 3.494 -1.577 -3.690 0.00
H 1.945 -2.305 -5.466 0.00
H -0.343 -1.341 -5.579 0.00
H -1.100 0.205 -3.836 0.00
H -2.352 -0.215 -2.180 0.00
H -4.605 0.630 -2.413 0.00
H -5.124 2.990 -1.874 0.00
H -3.320 4.491 -1.098 0.00
H -1.031 3.664 -0.886 0.00
H 1.936 2.437 0.718 0.01
H 3.265 4.496 0.609 0.00
H 3.309 5.822 -1.479 0.00
H 2.018 5.064 -3.444 0.00
H 0.678 3.011 -3.330 0.00
```

Output
Multiplicity: 3
Total charge: +1
Lowest unoccupied orbital energy (alpha / beta): -2.8 / -3.4 eV
Electronic energy: -2544.4928 Eh
Maximum force: 1.0 eV/Å
Highest occupied orbital energy (alpha / beta): -9.755 / -10.606 eV
Energy relative to the best compared isomer or geometry (same formula, charge and spin): 106.06 kJ/mol
Gap between HOMO and LUMO (alpha / beta): 0.25421 / 0.26355 Eh

=====

Entry 5:
Here is a molecular structure, C39H35As2N4SV at a distorted geometry from the Open Molecules 2025 dataset. Energies are from the ωB97M-V functional and the def2-TZVPD basis.

Geometry as XYZ:
```
82
Properties=species:S:1:pos:R:3:mulliken_spin:R:1
V -0.710 0.290 0.469 2.18
N 2.996 2.170 -0.296 -0.02
C 1.722 1.861 -0.088 0.03
S 1.106 0.356 -0.786 -0.14
N 0.899 2.617 0.572 -0.01
N -0.328 2.128 0.709 -0.21
C -1.329 2.928 1.016 0.08
C -1.206 4.382 1.204 0.03
C -0.763 5.180 0.148 0.01
C -0.730 6.555 0.287 0.00
C -1.086 7.146 1.490 0.01
C -1.500 6.354 2.551 0.00
C -1.583 4.981 2.408 0.01
C -2.611 2.270 1.014 0.03
C -3.835 2.943 1.137 0.02
C -5.007 2.241 0.957 0.00
C -4.941 0.880 0.664 0.01
C -3.703 0.280 0.564 0.02
N -2.556 0.943 0.738 -0.03
H 3.548 1.602 -0.919 0.00
H 3.387 3.026 0.063 0.00
H -0.494 4.721 -0.793 0.00
H -0.437 7.169 -0.550 0.00
H -1.045 8.219 1.597 0.00
H -1.766 6.812 3.491 0.00
H -1.902 4.368 3.238 0.00
H -3.836 4.001 1.348 0.00
H -5.960 2.736 1.027 0.00
H -5.830 0.292 0.511 0.00
H -3.649 -0.780 0.332 0.00
C -1.396 -2.391 0.799 0.04
C -1.230 -2.130 2.294 -0.03
As 0.109 -0.700 2.516 -0.08
C 1.814 -1.651 2.550 0.01
C 1.906 -2.928 3.102 -0.01
C 3.104 -3.622 3.041 0.00
C 4.214 -3.040 2.444 0.00
C 4.134 -1.756 1.930 0.00
C 2.934 -1.065 1.971 0.00
C -0.202 -0.184 4.378 0.01
C 0.788 -0.335 5.347 -0.01
C 0.475 -0.128 6.682 0.00
C -0.814 0.229 7.051 0.00
C -1.784 0.433 6.081 0.00
C -1.478 0.240 4.746 0.00
As 0.269 -3.141 -0.018 0.01
C -0.513 -4.946 -0.171 0.00
C -1.547 -5.164 -1.076 0.00
C -2.228 -6.367 -1.076 0.00
C -1.880 -7.358 -0.171 0.00
C -0.838 -7.156 0.717 0.00
C -0.150 -5.952 0.718 0.00
C 0.067 -2.573 -1.887 0.00
C -0.734 -1.541 -2.365 0.01
C -0.675 -1.155 -3.695 0.02
C 0.168 -1.812 -4.574 0.00
C 0.957 -2.858 -4.120 0.00
C 0.918 -3.221 -2.787 0.00
H -1.610 -1.438 0.279 -0.01
H -2.236 -3.077 0.623 0.01
H -0.928 -3.052 2.811 0.00
H -2.174 -1.788 2.751 0.00
H 1.047 -3.365 3.604 0.00
H 3.174 -4.613 3.462 0.00
H 5.146 -3.578 2.400 0.00
H 5.002 -1.288 1.491 0.00
H 2.868 -0.051 1.581 0.00
H 1.794 -0.623 5.051 0.00
H 1.238 -0.254 7.435 0.00
H -1.061 0.348 8.094 0.00
H -2.780 0.735 6.372 0.00
H -2.232 0.412 3.977 0.01
H -1.809 -4.386 -1.787 0.00
H -3.028 -6.532 -1.781 0.00
H -2.414 -8.294 -0.171 0.00
H -0.557 -7.938 1.407 0.00
H 0.680 -5.789 1.400 0.00
H -1.448 -1.017 -1.717 -0.01
H -1.298 -0.345 -4.044 0.00
H 0.212 -1.508 -5.608 0.00
H 1.606 -3.381 -4.805 0.00
H 1.551 -4.025 -2.417 0.00
```

Output
Multiplicity: 3
Total charge: +2
Lowest unoccupied orbital energy (alpha / beta): -7.3 / -7.2 eV
Electronic energy: -7539.3803 Eh
Maximum force: 2.7 eV/Å
Highest occupied orbital energy (alpha / beta): -13.141 / -13.142 eV
Gap between HOMO and LUMO (alpha / beta): 0.21556 / 0.21681 Eh